# 1
Formula: C6H5BrNa
Source: OMol25
Level of theory: ωB97M-V with the def2-TZVPD basis set

total charge = +1
HOMO-LUMO gap = 5.66 eV
lowest unoccupied orbital energy = -0.2105 hartree

Structure (XYZ):
```
13
Properties=species:S:1:pos:R:3:mulliken_charge:R:1
Br 0.20 -0.89 -3.11 -0.154
C 0.33 0.87 1.21 -0.492
C 1.24 -0.12 0.83 -0.316
C -0.62 1.33 0.30 -0.315
C 1.21 -0.65 -0.46 -0.378
C -0.66 0.81 -1.00 -0.377
C 0.25 -0.18 -1.36 0.222
H 0.36 1.28 2.23 0.360
H 1.99 -0.49 1.55 0.351
H -1.33 2.11 0.59 0.351
H 1.92 -1.43 -0.77 0.375
H -1.40 1.17 -1.72 0.375
Na -3.48 -3.83 1.71 0.998
```



# 2
Formula: C6H5Cl2N2S
Source: OMol25
Level of theory: ωB97M-V with the def2-TZVPD basis set

total charge = +1
HOMO-LUMO gap = 7.95 eV
lowest unoccupied orbital energy = -0.1888 hartree

Structure (XYZ):
```
16
Properties=species:S:1:pos:R:3:mulliken_charge:R:1
C 0.64 0.46 2.00 -0.921
C 0.65 1.81 2.09 -0.307
C 0.41 0.02 0.67 0.460
C -0.04 0.98 -0.21 0.269
C -0.85 -0.68 -1.74 -0.207
C 0.49 -1.26 0.12 0.486
N -0.52 0.69 -1.46 -0.241
N 0.13 -1.53 -1.20 -0.223
S 0.08 2.54 0.56 -0.055
Cl -2.45 -1.01 -0.90 -0.134
Cl 1.24 -2.57 0.89 -0.103
H 0.84 -0.09 2.90 0.376
H 0.74 2.44 2.85 0.595
H -0.79 -0.74 -2.81 0.473
H -0.64 1.39 -2.18 0.242
H 0.06 -2.46 -1.59 0.288
```



# 3
Formula: C6H5FK
Source: OMol25
Level of theory: ωB97M-V with the def2-TZVPD basis set

total charge = +1
HOMO-LUMO gap = 8.42 eV
lowest unoccupied orbital energy = -0.1498 hartree

Structure (XYZ):
```
13
Properties=species:S:1:pos:R:3:mulliken_charge:R:1
F -1.66 -1.29 0.94 -0.160
C 1.30 1.02 -0.74 -0.548
C 0.46 0.27 -1.55 -0.307
C 1.15 0.98 0.65 -0.307
C -0.55 -0.52 -0.99 -0.459
C 0.14 0.20 1.22 -0.459
C -0.69 -0.53 0.39 0.470
H 2.09 1.63 -1.18 0.364
H 0.58 0.29 -2.64 0.350
H 1.81 1.57 1.30 0.350
H -1.23 -1.12 -1.61 0.339
H 0.00 0.15 2.31 0.339
K -3.40 -2.65 1.92 1.027
```



# 4
Formula: C6H5N
Source: OMol25
Level of theory: ωB97M-V with the def2-TZVPD basis set

structure (SMILES) = N#CC1=CCC=C1
HOMO-LUMO gap = 9.38 eV
lowest unoccupied orbital energy = 0.0097 hartree

Structure (XYZ):
```
12
Properties=species:S:1:pos:R:3:mulliken_charge:R:1
C 2.22 -0.59 0.68 0.079
C 0.84 -0.35 0.31 0.515
C 0.49 0.76 -0.41 -0.489
C -0.93 0.84 -0.69 -0.359
C -1.42 -0.42 -0.06 -0.430
C -0.44 -1.05 0.62 -0.640
H 1.32 1.48 -0.52 0.340
H -1.30 1.08 -1.63 0.428
H -1.35 1.69 -0.12 0.217
H -2.35 -0.83 -0.53 0.305
H -0.38 -1.87 1.25 0.496
N 3.31 -0.75 1.09 -0.463
```



# 5
Formula: C6H5N
Source: OMol25
Level of theory: ωB97M-V with the def2-TZVPD basis set

structure (SMILES) = [H]/N=C(/C#C)CC#C
HOMO-LUMO gap = 10.26 eV
lowest unoccupied orbital energy = 0.0193 hartree

Structure (XYZ):
```
12
Properties=species:S:1:pos:R:3:mulliken_charge:R:1
C 0.76 1.41 -2.06 0.120
C 0.47 -2.46 0.12 0.110
C 0.05 1.10 -1.15 -0.473
C 0.38 -1.39 0.65 -0.372
C -0.60 0.84 0.09 0.352
C 0.22 -0.01 1.10 -0.891
N -1.79 1.16 0.30 -0.641
H 1.30 1.32 -2.96 0.418
H 0.55 -3.34 -0.45 0.415
H 1.08 0.54 1.19 0.351
H -0.18 -0.09 2.07 0.359
H -2.25 0.90 1.12 0.252
```



# 6
Formula: C6H5N2NdO5S
Source: OMol25
Level of theory: ωB97M-V with the def2-TZVPD basis set

total charge = +2
HOMO-LUMO gap (alpha / beta) = 5.91 / 6.05 eV
⟨S²⟩ = 3.83
lowest unoccupied orbital energy (alpha / beta) = -0.3435 / -0.3402 hartree
multiplicity = 4

Structure (XYZ):
```
20
Properties=species:S:1:pos:R:3:mulliken_charge:R:1
O 1.08 0.02 -5.08 -0.150
C 0.33 0.01 -4.21 0.198
Nd 1.31 0.01 -0.64 1.470
O 3.45 -0.01 -3.65 -0.004
C 2.67 -0.01 -2.79 0.078
C -1.25 -0.03 -1.07 -0.302
O -2.21 -0.03 -0.36 -0.365
C 0.04 -2.04 -1.21 0.197
O -0.46 -3.08 -1.27 -0.075
C 0.01 2.02 -1.27 0.198
O -0.53 3.05 -1.35 -0.075
H -1.35 -0.02 -2.20 0.372
N -0.63 -1.13 3.20 -0.374
C 0.00 0.02 2.89 0.730
N -0.65 1.15 3.19 -0.377
S 1.56 0.04 2.17 -0.449
H -1.50 -1.09 3.72 0.211
H -0.15 -2.02 3.11 0.253
H -0.19 2.05 3.10 0.252
H -1.52 1.10 3.71 0.210
```